Molecular formula: C2H6S2
Method: DFT, wB97M-V/def2-TZVPD

The geometry in XYZ format:
```
10
Properties=species:S:1:pos:R:3:forces:R:3
C 0.5146 1.6773 -0.2690 0.15 0.48 -0.75
C -0.5770 1.7190 -1.0163 -0.24 -0.10 0.08
H 0.8453 2.5833 0.2221 0.33 -0.05 -0.07
H 1.1782 0.8273 -0.3334 -0.16 -0.27 0.74
H -1.0800 2.6446 -1.2559 -0.31 0.07 0.45
H -1.0264 0.8235 -1.4189 0.24 -0.12 -0.46
S 0.6929 -3.5577 1.2733 0.21 -0.70 -0.22
S 0.5117 -1.5044 1.4048 -0.22 0.56 0.21
H -0.5380 -3.8328 0.8273 -0.09 0.03 0.19
H -0.5214 -1.3801 0.5660 0.10 0.08 -0.17
```
Positions in Å, forces in eV/Å.

Calculated values
- ΔE to the lowest compared entry with this formula, charge and spin: 1.564 eV
- Molar mass: 94.20 Da
- HOMO: -8.551 eV
- LUMO energy: 0.45 eV
- HOMO-LUMO gap: 9.00 eV
- DFT total energy: -876.1130 a.u.

These are the Mulliken partial charges, in e, on atoms 1 to 2:
1. C -0.4892
2. C -0.4519